{
  "formula": "C14H10F5MnN5O2S2Se",
  "method": "wB97M-V/def2-TZVPD",
  "spin_multiplicity": 2,
  "charge": 2,
  "de_lowest_kj_mol": 0.0,
  "lumo_energy_ev": [-7.71, -7.72],
  "total_energy_ha": -5811.292601,
  "symbols": ["C", "H", "F", "C", "C", "N", "H", "H", "O", "C", "C", "S", "F", "N", "H", "C", "H", "Mn", "O", "N", "F", "H", "N", "C", "H", "H", "H", "C", "C", "Se", "N", "F", "F", "C", "H", "C", "C", "C", "C", "S"],
  "xyz": [[-3.254, -2.049, -2.424], [-4.077, -4.220, 0.029], [-2.766, 4.186, 3.854], [-3.602, -3.409, -0.502], [0.823, -2.777, -1.652], [-3.343, -1.622, -3.671], [6.005, 2.337, -0.893], [1.709, -3.424, -1.726], [-0.219, -3.046, -2.187], [-3.944, -3.125, -1.788], [-0.666, 3.166, 3.848], [0.905, 0.373, 1.404], [-1.790, 1.107, 0.461], [4.043, 1.714, -0.598], [3.781, 2.671, -0.410], [-2.321, 2.651, 2.153], [-4.690, -3.694, -2.326], [-0.348, -0.415, -0.500], [1.044, -1.690, -0.919], [-1.622, -0.374, -2.203], [-0.314, 3.836, 4.922], [-2.293, -2.962, 1.183], [-1.954, -1.662, -0.359], [3.099, 0.806, -0.585], [5.857, 0.803, -0.023], [2.454, -1.100, -0.844], [5.563, 0.877, -1.788], [-1.930, 3.347, 3.298], [0.217, 2.281, 3.251], [-2.187, -0.322, -3.900], [3.287, -0.478, -0.728], [-3.516, 2.839, 1.631], [1.422, 2.115, 3.766], [-2.304, -1.350, -1.638], [4.221, -0.858, -0.801], [-1.429, 1.773, 1.588], [-0.158, 1.563, 2.118], [5.455, 1.404, -0.840], [-2.582, -2.674, 0.179], [1.422, 1.402, -0.383]]
}



{
  "formula": "C6H18NO",
  "method": "wB97M-V/def2-TZVPD",
  "charge": 1,
  "de_lowest_kj_mol": 84.3,
  "lumo_energy_ev": -3.24,
  "total_energy_ha": -369.145399,
  "symbols": ["O", "H", "C", "H", "H", "H", "C", "H", "H", "H", "C", "H", "H", "H", "N", "C", "C", "H", "H", "H", "H", "H", "H", "H", "C", "H"],
  "xyz": [[1.045, -4.279, 0.699], [2.056, -1.752, 0.271], [-0.496, 1.621, 0.408], [0.345, 1.861, 1.060], [-0.997, -0.498, -1.867], [0.764, -0.241, -2.052], [-1.707, 2.456, 0.701], [0.376, -4.529, 1.338], [-0.013, -1.885, -2.018], [-2.409, 2.073, 1.440], [-0.002, -0.878, -1.607], [-1.503, 3.485, 0.991], [-1.774, -0.112, 0.270], [2.219, -0.129, -0.273], [0.060, 2.037, -0.965], [1.612, -0.754, 0.382], [-0.767, 0.137, 0.596], [-0.694, -0.021, 1.673], [-0.177, -1.881, 0.252], [-0.663, 2.376, -1.601], [-2.430, 2.451, -0.129], [0.640, 1.263, -1.287], [0.689, 2.823, -0.808], [1.856, -4.175, 1.162], [0.163, -0.897, -0.068], [1.807, -0.554, 1.433]]
}



| no. | F_max (eV/Å) |
| --- | --- |
| 1 | 0.76 |
| 2 | 1.60 |